Entry 1:
# C4H5MnO2

A structure of composition C4H5MnO2 (the ωB97M-V functional and the def2-TZVPD basis, the OMol25 dataset).

CARTESIAN COORDINATES (ANGSTROEM)
O (-1.5319, 0.8702, 1.8018)
H (2.4901, 1.0106, 0.8129)
O (0.2943, -1.9310, -1.0357)
H (-2.4893, 0.8300, 1.8802)
H (-1.6206, 1.4789, -0.1918)
Mn (1.9198, -3.0486, -1.2663)
H (0.7790, -0.2121, -2.0241)
C (1.0695, -0.9219, -1.2098)
C (1.5076, 0.7813, 0.4313)
C (-1.1783, 0.6936, 0.4450)
C (0.2813, 0.7327, 0.2952)
H (-1.5214, -0.2838, 0.0613)

Forces on the atoms, in the same order (eV/Å):
0.238 0.066 0.199
-0.232 -0.407 -0.612
-0.843 0.881 0.197
-0.023 -0.035 -0.093
0.108 -0.185 0.143
0.247 0.546 0.319
-0.557 0.216 0.914
1.499 -1.766 -1.616
-2.847 0.177 0.282
-0.113 -0.207 -0.909
2.486 0.525 1.097
0.037 0.187 0.078

- Gap between HOMO and LUMO (spin up / spin down): 7.32 / 7.63 eV
- Energy relative to the best compared isomer or geometry (same formula, charge and spin): 3.722 eV
- <S²>: 12.027
- HOMO level (spin up / spin down): -6.871 / -7.668 eV
- 2S+1: 7
- LUMO energy (spin up / spin down): 0.016 / -0.002 hartree
- Net charge: 0

---

Entry 2:
# C4H5N

The molecule C4H5N (the ωB97M-V functional and the def2-TZVPD basis, the OMol25 dataset).

CARTESIAN COORDINATES (ANGSTROEM)
H (1.2444, 1.5130, -0.9372)
C (0.0333, -0.7509, 0.8869)
C (-0.6840, 0.5054, -0.8345)
H (-0.1086, -1.5248, 1.6244)
C (-1.0652, -0.4501, 0.0367)
C (1.0747, 0.0458, 0.4949)
H (-2.0081, -0.9492, 0.1948)
H (-1.2142, 0.8575, -1.7026)
N (0.6445, 0.7881, -0.5984)
H (2.0833, -0.0347, 0.8349)

Forces on the atoms, in the same order (eV/Å):
-0.363 0.242 -0.576
-0.685 0.125 -0.352
0.313 0.316 -0.974
0.779 0.163 0.262
-0.166 -0.656 1.106
-0.779 -0.813 -0.263
-0.186 0.249 -0.548
0.095 0.422 0.088
0.552 -0.607 1.307
0.439 0.558 -0.049

- Gap between HOMO and LUMO: 9.51 eV
- Energy relative to the best compared isomer or geometry (same formula, charge and spin): 0.260 eV
- HOMO level: -8.391 eV
- LUMO energy: 0.041 hartree
- Net charge: 0
- SMILES: c1cc[nH]c1

---

Entry 3:
# C4H5N

A cluster of 2 separate species, C4H5N in total (the ωB97M-V functional and the def2-TZVPD basis, the OMol25 dataset).

CARTESIAN COORDINATES (ANGSTROEM)
H (-1.3274, 2.2207, -0.5279)
H (2.6186, 0.0558, 1.5450)
C (0.4655, -1.2949, -0.5934)
N (2.5108, -0.6852, 0.8309)
C (-1.9006, 1.3339, -0.2815)
H (-2.2145, 1.0964, 0.7686)
C (1.3975, -0.6860, 0.3259)
H (0.2945, -2.2038, -1.2755)
H (-1.9016, 0.3877, -0.8405)
C (0.0572, -0.2244, 0.0483)

Forces on the atoms, in the same order (eV/Å):
-0.276 -0.209 -0.122
0.073 -0.433 -0.564
-0.294 -2.197 -1.272
1.787 0.393 1.485
1.277 -2.719 1.824
0.151 0.937 -1.045
-1.596 0.167 -0.711
0.271 1.779 1.091
-0.442 1.088 -0.601
-0.951 1.194 -0.085

- Gap between HOMO and LUMO (spin up / spin down): 7.35 / 8.42 eV
- Energy relative to the best compared isomer or geometry (same formula, charge and spin): 6.822 eV
- HOMO level (spin up / spin down): -8.510 / -8.600 eV
- LUMO energy (spin up / spin down): -0.043 / -0.007 hartree
- Net charge: 0

---

Entry 4:
# C4H5N

A cluster of 2 separate species, C4H5N in total (the ωB97M-V functional and the def2-TZVPD basis, the OMol25 dataset).

CARTESIAN COORDINATES (ANGSTROEM)
H (1.0676, 0.5931, -0.2797)
H (2.0875, -0.0826, 1.1054)
C (-1.4722, 0.9955, -0.0002)
H (-1.1453, 1.9310, -0.0732)
N (-3.1334, -2.3773, -0.2375)
H (2.8705, 0.9209, 0.0011)
C (-2.0042, -0.1282, -0.1448)
C (2.0210, 0.1868, 0.0582)
H (2.3916, -0.7057, -0.3148)
C (-2.6830, -1.3334, -0.1146)

Forces on the atoms, in the same order (eV/Å):
0.346 -0.460 0.040
-0.933 0.380 0.630
-3.597 -7.718 -0.798
1.362 3.254 -0.044
-0.606 -0.798 0.162
-0.978 -0.355 -0.437
1.793 4.585 1.170
1.525 2.051 1.595
0.138 -1.641 -1.839
0.949 0.702 -0.480

- Gap between HOMO and LUMO: 11.28 eV
- Energy relative to the best compared isomer or geometry (same formula, charge and spin): 3.061 eV
- HOMO level: -11.078 eV
- LUMO energy: 0.007 hartree
- Net charge: 0
- SMILES: C#CC#N.C

---

Entry 5:
# C4H5N2O

The ion C4H5N2O with charge +1 (the ωB97M-V functional and the def2-TZVPD basis, the OMol25 dataset).

CARTESIAN COORDINATES (ANGSTROEM)
H (-1.2377, 0.2198, 0.9438)
C (-0.0233, -1.9638, 1.0854)
C (0.2894, 1.2263, -0.3160)
O (0.0592, -2.7833, 1.8196)
H (-0.2685, 2.1922, -0.2233)
C (-0.1269, 0.2547, 0.7336)
H (-0.2359, 0.7571, -2.5108)
H (1.3069, 1.3028, -0.3545)
C (-0.1950, -0.7833, -1.4884)
H (0.3411, 0.2506, 1.7044)
N (0.0797, -1.0990, 0.1709)
N (0.0111, 0.4260, -1.5648)

Forces on the atoms, in the same order (eV/Å):
1.035 1.058 -0.321
0.755 1.975 -4.842
-2.226 0.222 -0.372
-0.195 -2.904 3.156
0.662 -0.877 -0.470
-2.535 -0.832 1.442
0.451 0.473 0.601
2.731 0.993 0.283
-0.489 -5.338 -0.036
0.571 0.940 0.176
-0.058 1.198 -0.100
-0.701 3.092 0.483

- Gap between HOMO and LUMO: 10.28 eV
- Energy relative to the best compared isomer or geometry (same formula, charge and spin): 2.406 eV
- HOMO level: -14.999 eV
- LUMO energy: -0.173 hartree
- Net charge: +1

---

Entry 6:
# C4H5N2O2

A cluster of 2 separate species, C4H5N2O2 in total (the ωB97M-V functional and the def2-TZVPD basis, the OMol25 dataset).

CARTESIAN COORDINATES (ANGSTROEM)
N (1.9737, -0.0814, 0.4286)
N (-0.5536, -0.3360, 0.3869)
O (-2.3801, 0.6665, 0.5037)
H (-1.3365, -2.2555, 0.0043)
O (2.2818, -1.0826, -0.4496)
H (2.9110, 1.2797, 1.6898)
H (0.5830, -0.4570, 0.4628)
C (-1.0602, 0.9059, 0.5785)
H (3.9486, -0.0128, 1.1207)
C (2.9962, 0.4094, 1.0566)
C (-1.5167, -1.2501, 0.3402)
C (-2.7015, -0.6199, 0.3551)
H (-3.7280, -0.9266, 0.2718)

Forces on the atoms, in the same order (eV/Å):
3.088 -1.601 -1.264
2.431 1.247 1.095
-2.128 2.434 0.486
0.166 -0.282 0.454
-0.767 0.998 1.321
-0.749 0.178 0.186
-1.739 0.954 -0.289
0.779 -0.797 -0.420
1.452 -1.039 -0.811
-1.876 0.917 0.584
-1.276 -2.267 -1.500
0.616 -0.827 0.138
0.003 0.084 0.019

- Gap between HOMO and LUMO: 7.26 eV
- Energy relative to the best compared isomer or geometry (same formula, charge and spin): 5.514 eV
- HOMO level: -3.430 eV
- LUMO energy: 0.141 hartree
- Net charge: -1

---

Entry 7:
# C4H5N2O2

The ion C4H5N2O2 with charge -1 (the ωB97M-V functional and the def2-TZVPD basis, the OMol25 dataset).

CARTESIAN COORDINATES (ANGSTROEM)
N (2.0318, 0.0947, 1.2340)
C (1.1278, -0.4456, 0.6471)
N (0.3366, -1.2546, 0.1157)
H (-1.2447, -0.7157, -1.9134)
C (2.1648, 1.5645, 0.7837)
O (1.6867, 2.3577, 1.5850)
C (-1.1139, -1.1607, 0.0858)
H (-0.8989, 0.8437, -1.1494)
H (-2.5154, 0.0991, -1.0099)
H (-1.5069, -0.9491, 1.0694)
H (-1.5481, -2.1046, -0.2957)
O (2.9246, 1.7532, -0.1581)
C (-1.4443, -0.0826, -0.9942)

Forces on the atoms, in the same order (eV/Å):
-0.675 0.592 -0.393
-1.096 -2.422 0.143
0.767 0.328 -0.098
-0.206 1.122 0.495
2.158 1.257 0.962
-1.102 -0.036 0.268
1.031 1.352 -0.653
0.322 -0.097 0.903
-0.259 0.263 0.019
-0.347 0.186 0.377
0.330 0.365 0.423
-0.190 -0.531 -0.977
-0.732 -2.380 -1.469

- Gap between HOMO and LUMO: 8.07 eV
- Energy relative to the best compared isomer or geometry (same formula, charge and spin): 1.185 eV
- HOMO level: -4.302 eV
- LUMO energy: 0.139 hartree
- Net charge: -1
- SMILES: CCN=C=NC(=O)[O-]

---

Entry 8:
# C4H5N2O2

A structure of composition C4H5N2O2 (the ωB97M-V functional and the def2-TZVPD basis, the OMol25 dataset).

CARTESIAN COORDINATES (ANGSTROEM)
H (1.8214, -1.9484, -0.6350)
H (-0.0481, 1.6096, -0.0452)
C (1.1347, -1.1956, -0.2883)
N (-0.1395, -1.3576, -0.3290)
C (-2.4348, 0.1628, -0.6995)
N (-0.7941, -0.3486, 0.2055)
O (-2.6812, 1.2572, -0.3082)
C (1.5395, 0.1217, 0.3411)
H (2.0823, -0.0278, 1.2831)
O (-2.7684, -0.7292, -1.4009)
H (2.1747, 0.7275, -0.3158)
H (-0.0274, 1.0056, 1.6192)
C (0.1408, 0.7228, 0.5731)

Forces on the atoms, in the same order (eV/Å):
0.040 -0.201 -0.132
0.043 0.005 0.076
0.465 0.125 0.028
0.337 -0.556 -0.342
1.632 -0.581 0.799
-1.911 0.642 -0.289
-0.219 1.173 0.405
-0.043 -0.118 0.042
0.021 0.060 -0.041
-0.319 -0.838 -0.567
-0.013 -0.025 0.088
0.079 0.096 -0.130
-0.114 0.220 0.065

- Gap between HOMO and LUMO: 6.96 eV
- Energy relative to the best compared isomer or geometry (same formula, charge and spin): 1.745 eV
- HOMO level: -2.764 eV
- LUMO energy: 0.154 hartree
- Net charge: -1

---

Entry 9:
# C4H5N2O2

The ion C4H5N2O2 with charge +1 (the ωB97M-V functional and the def2-TZVPD basis, the OMol25 dataset).

CARTESIAN COORDINATES (ANGSTROEM)
C (-0.6535, -1.0106, 0.0210)
O (2.6930, -0.4484, 0.0898)
C (1.5174, -0.4961, -0.0451)
C (-1.7341, -1.8392, 0.0034)
N (-0.6329, 0.4138, 0.1259)
H (0.3390, 2.8609, -0.0632)
C (1.0215, 2.0555, -0.0062)
H (-2.7629, -1.5930, 0.0299)
H (-1.4090, 1.0526, 0.4125)
H (1.8753, 2.5166, -0.3988)
O (0.6652, -1.4721, -0.0954)
H (-1.5102, -2.8796, -0.0464)
N (0.5912, 0.8395, -0.0274)

Forces on the atoms, in the same order (eV/Å):
-3.260 -1.057 0.062
-2.163 0.112 -0.634
2.211 1.430 0.695
3.214 1.176 -0.014
-1.569 -0.764 0.304
-1.638 0.350 0.754
-1.669 -0.498 -1.110
-0.587 0.777 0.132
0.955 -1.050 -0.421
2.456 -1.031 0.110
-1.099 0.349 0.086
0.171 -0.600 -0.096
2.977 0.806 0.132

- Gap between HOMO and LUMO (spin up / spin down): 8.28 / 8.28 eV
- Energy relative to the best compared isomer or geometry (same formula, charge and spin): 1.664 eV
- HOMO level (spin up / spin down): -13.892 / -13.892 eV
- LUMO energy (spin up / spin down): -0.206 / -0.206 hartree
- Net charge: +1
- SMILES: C=c1[nH][n+](=C)c(=O)o1

---

Entry 10:
# C4H5N2O2

The ion C4H5N2O2 with charge +1 (the ωB97M-V functional and the def2-TZVPD basis, the OMol25 dataset).

CARTESIAN COORDINATES (ANGSTROEM)
C (-0.9345, -0.0018, -0.3386)
N (-2.3433, 0.0032, -0.1610)
H (1.4237, 0.6087, 1.3992)
H (-0.5879, 1.7549, 0.5687)
O (-2.6408, -0.8542, 0.6138)
N (-0.2149, 0.8830, 0.2360)
H (0.5539, -2.1990, -1.3068)
H (2.5407, -1.0476, 0.1006)
C (0.7161, -1.5347, -0.5584)
H (1.7589, 1.5510, -0.0488)
C (1.5778, -0.6528, -0.1166)
C (1.2038, 0.7179, 0.3796)
O (-3.0535, 0.7716, -0.7679)

Forces on the atoms, in the same order (eV/Å):
3.620 -2.189 -0.036
-1.170 0.846 -1.048
0.292 0.577 1.822
-0.450 0.485 0.367
-0.468 -0.795 0.885
-0.761 0.049 -0.705
-0.751 -2.394 -1.568
1.153 0.016 -0.072
-1.224 5.393 1.568
0.067 -0.132 -0.110
-1.244 -0.576 -0.370
0.452 -1.173 -0.904
0.484 -0.108 0.170

- Gap between HOMO and LUMO (spin up / spin down): 9.81 / 9.81 eV
- Energy relative to the best compared isomer or geometry (same formula, charge and spin): 6.073 eV
- HOMO level (spin up / spin down): -15.828 / -15.828 eV
- LUMO energy (spin up / spin down): -0.221 / -0.221 hartree
- Net charge: +1